C20H22N2O5 | ωB97M-V/def2-TZVPD

Summary:
Charge: 0
SMILES: COc1ccc(OCC(=O)Nc2ccccc2C(=O)N2CCOCC2)cc1
HOMO energy: -8.2526 eV
Energy relative to the best compared isomer or geometry (same formula, charge and spin): 251.8 kJ/mol
E_tot: -1261.04287 Eh
Kohn-Sham gap: 8.96 eV

Last column: Löwdin charge in e.
Geometry (Å):
O (1.919, -1.806, 0.176)  0.079
O (-1.059, -1.226, -0.176)  0.096
O (-0.529, 2.236, 0.243)  -0.060
O (-0.292, -6.152, -0.011)  -0.130
O (-0.942, 6.896, 3.177)  -0.088
N (0.564, -3.508, -0.423)  -0.053
N (0.244, 0.290, -1.268)  0.159
C (-1.224, 4.470, 3.105)  -0.017
C (-0.573, -0.119, -0.275)  -0.424
C (-0.299, -5.587, -1.301)  -0.186
C (0.731, -5.595, 0.784)  -0.184
C (-0.320, 4.558, 0.492)  0.001
C (-1.121, 3.298, 2.368)  -0.015
C (-1.388, 6.927, 4.510)  -0.093
C (-0.877, 5.690, 2.543)  -0.282
C (1.692, -2.565, -3.112)  -0.028
C (-0.423, 5.718, 1.222)  0.003
C (0.897, 0.042, -3.569)  -0.010
C (1.416, -0.712, -4.604)  -0.079
C (0.765, -0.505, -2.297)  -0.159
C (1.221, -2.355, -0.661)  -0.441
C (-0.669, 3.331, 1.059)  -0.261
C (-0.859, 0.968, 0.759)  -0.089
C (0.577, -4.078, 0.908)  -0.105
C (1.809, -2.021, -4.378)  -0.078
C (-0.482, -4.067, -1.248)  -0.122
C (1.168, -1.821, -2.061)  -0.078
H (-0.250, 0.728, 1.643)  0.150
H (2.219, -2.612, -5.183)  0.103
H (0.592, 1.065, -3.738)  0.114
H (-2.415, 6.559, 4.600)  0.095
H (-1.355, 7.975, 4.807)  0.093
H (0.646, -5.824, -1.816)  0.125
H (-1.452, -3.827, -0.795)  0.133
H (-1.579, 4.405, 4.121)  0.104
H (1.408, -3.639, 1.460)  0.128
H (0.446, 1.281, -1.296)  0.150
H (0.650, -6.073, 1.762)  0.126
H (-0.155, 6.670, 0.791)  0.120
H (2.032, -3.573, -2.923)  0.120
H (1.516, -0.278, -5.587)  0.104
H (-1.400, 2.369, 2.839)  0.107
H (-1.126, -6.056, -1.835)  0.127
H (-1.919, 0.908, 1.038)  0.145
H (-0.734, 6.345, 5.168)  0.095
H (-0.448, -3.640, -2.249)  0.123
H (1.713, -5.828, 0.345)  0.129
H (-0.366, -3.840, 1.415)  0.139
H (0.031, 4.578, -0.527)  0.118

C20H22N2OS | ωB97M-V/def2-TZVPD

Summary:
Charge: 0
SMILES: O=C(CN1CCCCCC1)N1c2ccccc2Sc2ccccc21
HOMO energy: -7.8883 eV
Energy relative to the best compared isomer or geometry (same formula, charge and spin): 8.1 kJ/mol
E_tot: -1358.26869 Eh
Kohn-Sham gap: 8.60 eV

Last column: Löwdin charge in e.
Geometry (Å):
S (2.228, -0.468, -1.818)  1.052
O (-0.811, -0.673, 1.992)  0.069
N (-1.702, 1.631, 0.054)  -0.162
N (1.063, -0.032, 0.907)  0.059
C (3.786, 2.919, -0.296)  -0.080
C (1.494, -1.367, 0.681)  -0.196
C (2.336, 1.989, 1.375)  -0.020
C (-3.109, 1.407, 0.302)  -0.176
C (1.755, -3.648, 1.381)  -0.069
C (-3.837, -0.874, -0.680)  -0.201
C (-1.449, -0.356, -1.506)  -0.176
C (1.387, -2.343, 1.661)  0.002
C (-0.788, 1.589, 1.176)  -0.081
C (3.483, 1.874, -1.147)  -0.093
C (2.251, -3.985, 0.133)  -0.084
C (2.588, 0.893, -0.745)  -0.444
C (-0.184, 0.207, 1.439)  -0.387
C (3.224, 2.968, 0.970)  -0.071
C (-1.200, 1.131, -1.203)  -0.176
C (-2.906, -0.633, -1.874)  -0.205
C (2.020, -1.706, -0.563)  -0.432
C (-3.541, -0.042, 0.572)  -0.173
C (1.977, 0.963, 0.505)  -0.235
C (2.399, -3.010, -0.836)  -0.101
H (0.992, -2.082, 2.628)  0.116
H (1.650, -4.404, 2.145)  0.105
H (-3.377, 2.022, 1.167)  0.115
H (-0.003, 2.326, 0.982)  0.109
H (-1.156, -0.976, -0.658)  0.107
H (-0.810, -0.629, -2.350)  0.094
H (-4.445, -0.024, 1.185)  0.107
H (-1.338, 1.884, 2.072)  0.136
H (-3.277, 0.210, -2.464)  0.103
H (4.475, 3.687, -0.614)  0.105
H (-4.861, -0.679, -1.010)  0.103
H (-3.650, 1.801, -0.563)  0.124
H (-3.787, -1.928, -0.396)  0.107
H (2.533, -5.004, -0.085)  0.104
H (-1.670, 1.722, -1.999)  0.123
H (-0.128, 1.341, -1.239)  0.099
H (3.481, 3.768, 1.648)  0.105
H (-2.768, -0.527, 1.165)  0.083
H (-2.952, -1.514, -2.519)  0.105
H (1.902, 2.013, 2.364)  0.126
H (3.928, 1.806, -2.127)  0.105
H (2.796, -3.249, -1.811)  0.102

C20H22N2OS | ωB97M-V/def2-TZVPD

Summary:
Charge: +2
HOMO energy: -13.6391 eV
E_tot: -1357.56013 Eh
Kohn-Sham gap: 6.24 eV

Last column: Löwdin charge in e.
Geometry (Å):
S (-0.029, 1.410, 7.429)  0.709
O (1.333, 0.251, -5.496)  -0.029
N (-1.038, -1.598, 3.495)  -0.051
N (0.209, -0.871, -3.649)  -0.019
C (0.036, 2.125, -4.337)  -0.030
C (0.314, -0.646, -5.119)  -0.136
C (-1.290, -1.801, 4.969)  -0.092
C (-0.754, -0.356, 2.990)  0.039
C (2.526, 2.214, -4.608)  0.003
C (-1.357, -1.080, -1.703)  0.072
C (0.054, 3.407, -3.617)  -0.063
C (-1.076, -0.910, -3.117)  0.027
C (1.251, 1.490, -4.830)  -0.238
C (1.161, -1.184, -1.370)  0.077
C (-0.502, -1.344, 0.716)  -0.119
C (-1.102, -2.727, 2.701)  0.045
C (-0.190, -1.208, -0.793)  -0.111
C (1.307, 4.107, -3.373)  -0.056
C (-0.839, -2.674, 1.256)  0.079
C (-1.157, 0.340, 6.445)  -0.575
C (2.547, 3.485, -3.899)  -0.050
C (-0.354, -0.905, 5.878)  -0.247
C (-0.470, -0.133, 1.566)  0.089
C (1.290, -1.006, -2.807)  0.057
H (-1.945, -0.807, -3.809)  0.156
H (-0.701, -0.397, -5.544)  0.157
H (0.581, -1.645, -5.577)  0.175
H (-2.378, -1.734, 5.220)  0.154
H (2.033, -1.272, -0.682)  0.141
H (0.546, -0.503, 5.330)  0.106
H (-2.404, -1.077, -1.324)  0.140
H (-1.329, -3.707, 3.174)  0.156
H (-0.980, -2.869, 5.165)  0.138
H (-0.224, 0.869, 1.150)  0.141
H (2.313, -0.960, -3.266)  0.172
H (-1.596, 0.919, 5.588)  0.061
H (-0.744, 0.514, 3.684)  0.142
H (1.234, 1.129, 6.970)  -0.125
H (-1.987, -0.053, 7.086)  0.091
H (3.461, 1.748, -5.011)  0.122
H (-0.956, 1.630, -4.460)  0.097
H (-0.889, -3.584, 0.615)  0.141
H (1.375, 5.077, -2.821)  0.110
H (-0.895, 3.840, -3.231)  0.105
H (3.546, 3.968, -3.740)  0.113
H (0.067, -1.469, 6.760)  0.130

C20H22N3O | ωB97M-V/def2-TZVPD

Summary:
Charge: +1
HOMO energy: -11.3400 eV
Energy relative to the best compared isomer or geometry (same formula, charge and spin): 0.0 kJ/mol
E_tot: -1014.60143 Eh
Kohn-Sham gap: 6.63 eV

Last column: Löwdin charge in e.
Geometry (Å):
O (4.654, -0.297, 2.209)  0.053
N (-2.145, 0.966, -0.579)  0.081
N (2.749, -1.596, 2.242)  0.027
N (0.558, -1.048, 2.094)  0.072
C (-2.740, -0.747, 1.077)  -0.031
C (-2.446, 0.629, 0.665)  0.050
C (-2.088, 3.475, -0.278)  0.012
C (-1.233, 0.377, -4.044)  0.018
C (2.086, 0.854, 2.198)  0.000
C (-1.537, 0.930, -2.802)  -0.096
C (0.627, -2.530, 2.200)  -0.189
C (-1.892, 0.108, -1.700)  -0.096
C (-1.330, 3.499, -3.036)  0.017
C (-1.285, -1.016, -4.177)  -0.039
C (4.971, -2.659, 2.254)  0.016
C (-1.940, 2.307, -1.002)  -0.133
C (1.772, -0.588, 2.174)  -0.330
C (2.098, -2.906, 2.233)  -0.135
C (-1.947, -1.271, -1.825)  0.012
C (-1.636, -1.828, -3.083)  -0.040
C (-1.470, 4.694, -2.318)  -0.041
C (-1.845, 4.687, -0.958)  -0.039
C (4.138, -1.409, 2.231)  -0.428
C (-1.571, 2.299, -2.365)  -0.099
H (-2.382, 3.425, 0.769)  0.113
H (-1.671, -2.910, -3.206)  0.115
H (-1.051, -1.477, -5.138)  0.119
H (2.351, -3.476, 3.132)  0.127
H (1.634, 1.334, 1.320)  0.086
H (5.625, -2.633, 3.132)  0.102
H (-2.226, -1.891, -0.980)  0.092
H (1.624, 1.313, 3.083)  0.096
H (-1.288, 5.648, -2.817)  0.118
H (-3.558, -1.230, 0.519)  0.116
H (3.163, 1.012, 2.208)  0.063
H (4.400, -3.588, 2.265)  0.063
H (-1.950, 5.631, -0.424)  0.115
H (0.132, -2.896, 3.113)  0.114
H (-2.620, 1.457, 1.348)  0.145
H (0.140, -2.984, 1.326)  0.100
H (-1.045, 3.463, -4.088)  0.124
H (5.630, -2.659, 1.379)  0.101
H (-0.968, 1.049, -4.860)  0.125
H (2.381, -3.479, 1.344)  0.125
H (-3.039, -0.680, 2.131)  0.103
H (-1.831, -1.360, 1.034)  0.074